Formula: C23H48NO18P
Source: the Open Molecules 2025 dataset
Level of theory: ωB97M-V/def2-TZVPD

Values from the calculation:
Structure (SMILES): CC(=O)NCCCC[PH3]CC(=O)O.COC(=O)OC.COC(=O)OC.COC(=O)OC.COC(=O)OC.COC(=O)OC
Molecular weight: 657.6 g mol⁻¹
Energy: -2655.5797 Eh

```
91
C23H48NO18P ωB97M-V/def2-TZVPD
H -3.72361 1.71208 4.77619
H -8.79727 2.52547 4.88452
H -2.94386 5.38186 3.37670
C 8.63735 -8.55337 2.31517
H 5.80435 -2.82780 -2.23114
O -0.33735 3.24319 -2.61677
O -1.08832 4.78742 3.91473
O -5.05510 3.29898 4.57164
H 8.06367 -9.47555 2.38411
C -10.50395 8.59039 0.18798
P 4.56750 -2.71882 -4.28556
H -6.88488 6.21091 3.53767
H 5.70818 -3.50019 -4.64576
C 3.89736 -3.42039 -6.96709
H -3.11378 3.34158 5.13966
H 5.05976 -5.55106 1.03142
H -7.79060 5.22360 2.37524
C 4.36704 -2.25337 -6.16536
C -6.19082 2.60183 4.59414
H -9.04459 3.35019 3.32752
H -1.23795 0.11858 -4.64873
H 4.18937 -6.64171 2.13735
H 4.78862 -1.35303 -3.98176
H -2.13187 4.37046 2.16398
H 8.93366 -8.38218 1.28213
C 0.13834 4.49111 3.48632
C -8.90088 7.34450 1.31275
O 4.57547 -4.01882 -7.75967
O 6.34530 -7.85264 1.20162
H 0.24080 0.71650 -5.44139
H -9.84176 8.81473 -0.64593
N 1.50307 -4.23098 -1.89202
C 2.22606 3.79230 4.22336
H 3.68456 -1.39822 -6.23572
O 0.40343 1.12257 -2.82933
H 4.52010 -4.95896 2.61466
H 5.64234 -5.13831 -2.75451
H 9.51744 -8.61592 2.94792
H 1.39217 3.16582 -1.46042
C 4.80111 -3.20199 -2.48655
H -1.35752 1.15952 -6.08780
O -0.85262 2.14687 -4.40244
O -6.35343 1.53102 5.11310
H 0.12485 4.30578 -0.95460
O -7.11623 3.30399 3.93781
H 1.68058 -6.29133 -1.98678
H 4.09942 -2.64294 -1.86193
O 0.87375 4.14094 4.53804
C -0.79046 0.95341 -5.18531
O -9.75152 8.36853 1.38345
C 0.75352 -2.03148 -1.14162
H 2.69326 3.53379 5.16840
C -0.20254 2.07882 -3.24118
H 2.25425 2.93879 3.54901
C -7.30992 6.18139 2.54006
H -11.11134 7.71939 -0.05033
H 5.34230 -1.96603 -6.56906
O 0.51358 4.53226 2.34395
O 6.13706 -6.17466 2.69840
H 0.87917 -1.32543 -0.32407
H 3.21690 -3.16692 -4.28726
H -8.33575 1.71853 3.36505
H 4.98741 -4.90355 -1.15133
O 7.87681 -7.44858 2.81082
O 2.65652 -3.89836 -6.66873
C -3.95940 2.66700 5.24208
H 2.74305 4.63625 3.77133
H 2.60812 -5.58436 -0.66498
C 1.69764 -3.19573 -0.96463
C 2.32060 -5.44631 -1.71139
H -0.28357 -2.38502 -1.15244
H -0.08239 2.56608 -0.66437
H -4.18389 2.51642 6.29592
H 3.22180 -5.26377 -3.64702
C -8.40090 2.67339 3.88227
H 2.14195 -3.23130 -6.19801
C 6.74572 -7.22044 2.14387
C 4.89991 -5.81959 2.07329
C -1.99826 5.17741 2.88247
H 0.93093 -1.54627 -2.10527
C 0.32028 3.31259 -1.34575
H -11.14350 9.44338 0.39341
O -8.26771 7.24582 2.47831
O 2.58375 -3.20738 -0.13078
H 0.51586 -4.46506 -1.87686
H -1.65080 6.07167 2.36920
H 3.84358 -6.56539 -2.65665
C 4.78781 -4.70857 -2.21112
C 3.54590 -5.50958 -2.63228
H -6.52760 6.33221 1.79796
O -8.73741 6.63205 0.35673
```



Formula: C2H3N3O
Source: the Open Molecules 2025 dataset
Level of theory: ωB97M-V/def2-TZVPD

Values from the calculation:
Energy relative to the best compared isomer or geometry (same formula, charge and spin): 101.9 kcal/mol
Molecular weight: 85.1 g mol⁻¹
Energy: -317.3700 Eh

```
9
C2H3N3O ωB97M-V/def2-TZVPD
C -1.25497 -1.06198 -0.28158
H -2.31310 -1.19169 -0.46755
N 0.17600 0.91418 0.43412
O 2.24287 -0.07175 -0.00224
N -1.07903 0.86727 0.11718
H 2.39693 0.55191 -0.73482
N -0.13771 -1.51676 -0.29991
C 0.95858 -0.06042 0.32424
H -1.56245 1.55431 0.71628
```



Formula: C18H15BCl4F4N2OV
Source: the Open Molecules 2025 dataset
Level of theory: ωB97M-V/def2-TZVPD

Values from the calculation:
Total charge: -1
2S+1: 3
Energy relative to the best compared isomer or geometry (same formula, charge and spin): 16.9 kcal/mol
Molecular weight: 554.9 g mol⁻¹
Energy: -4089.1461 Eh

```
46
C18H15BCl4F4N2OV ωB97M-V/def2-TZVPD
C -1.30427 -2.09214 -2.42791
H -1.19934 0.81638 3.55060
B 2.17625 -0.59848 1.19701
H 2.68584 -4.78012 -0.32390
H 1.19345 -3.29341 1.00107
H -2.73084 2.72044 -0.94689
H -3.45078 3.43728 -2.39900
N 0.02754 -2.77061 -0.58862
C 0.15657 4.83745 -3.46732
F 3.24475 -1.32399 0.71199
C 1.21266 3.94077 -3.39051
C -0.74001 0.83723 2.57071
F 2.53693 0.61574 1.74667
H 0.30926 0.56322 2.59825
H -0.76673 -2.71660 -5.73874
C -1.10180 4.45091 -3.02837
Cl 1.45221 -4.41182 -5.27632
H -1.93693 5.14096 -3.09661
C -1.32280 3.18408 -2.50684
C -0.18219 -2.86998 -1.92922
Cl -0.90236 2.45527 1.88691
H 2.35408 1.39655 -1.74269
C -2.68112 2.75236 -2.03918
C 1.71639 -4.32232 -2.17319
H 2.38551 -4.90837 -2.78841
C -0.60011 -2.77388 -4.67201
C 0.42290 -3.52798 -4.17839
C -0.23908 2.27886 -2.41047
C -1.45472 -2.06419 -3.80936
C 1.88202 -4.25367 -0.81892
H -2.90473 1.74064 -2.38113
H 1.94201 0.77107 -3.32167
H 3.09034 2.11921 -3.18711
N -0.43579 1.03276 -1.89427
Cl -1.58386 -0.37974 1.57672
C 0.66809 -3.59501 -2.78509
H 0.31292 5.83066 -3.87141
Cl -2.73013 -1.12199 -4.49604
V -0.50731 -0.40620 -0.95972
C 1.02504 -3.43180 -0.05917
F 1.28766 -0.30381 0.04686
O -2.08697 -1.50486 -1.58148
H 2.19768 4.23599 -3.73771
C 2.17409 1.69081 -2.77821
C 1.03904 2.66576 -2.87277
F 1.41927 -1.34433 2.11009
```



Formula: H20O10
Source: the Open Molecules 2025 dataset
Level of theory: ωB97M-V/def2-TZVPD

Values from the calculation:
Structure (SMILES): O.O.O.O.O.O.O.O.O.O
Energy relative to the best compared isomer or geometry (same formula, charge and spin): 72.7 kcal/mol
Molecular weight: 180.2 g mol⁻¹
Energy: -764.3661 Eh

```
30
H20O10 ωB97M-V/def2-TZVPD
H -2.45003 2.83854 -0.28496
H 2.11082 3.05719 1.55059
H 0.95841 -2.88024 -0.27946
O 1.31050 2.60561 1.21309
O 2.86975 0.11329 0.07663
O 0.06405 -1.10025 1.87979
H -4.09654 -0.08478 -0.79059
H 2.39632 1.39340 3.58563
H -0.37820 -2.65477 -0.80239
H -2.72709 0.06297 -0.17856
H 2.50601 0.85969 2.05850
O 0.55418 -2.49536 -1.05659
H 0.12196 -0.37932 -2.41791
H 2.88127 -0.68341 -0.45000
O 2.59287 0.70552 3.00389
O -3.16322 0.10217 -1.04110
O 0.00101 0.35894 -0.42842
O -2.19842 -2.43131 -0.55738
H 0.80547 0.61529 -0.06235
H 0.19347 -1.22346 -3.55946
H 0.00665 -0.52684 0.00845
H -2.87755 -3.09689 -0.42839
H -0.04615 -0.27548 2.42373
O 0.49944 -0.36648 -3.32152
H -0.82548 -1.25557 1.63250
H -1.29331 1.86258 -0.40284
H -2.68789 -1.61653 -0.67205
O -1.48909 2.80257 -0.42564
H 1.24943 2.90907 0.33232
H 3.11134 0.78386 -0.60551
```



Formula: C39H74N4O6
Source: the Open Molecules 2025 dataset
Level of theory: ωB97M-V/def2-TZVPD

Values from the calculation:
Structure (SMILES): CCCN[C@]1(CCC(=O)O)OC(=O)O[C@]1(CC=O)CCCCCCCCCCCCn1cccc1.CCN(CC)CC.CCN(CC)CC
Molecular weight: 695.0 g mol⁻¹
Energy: -2200.1447 Eh

```
123
C39H74N4O6 ωB97M-V/def2-TZVPD
H -5.79340 -7.33868 -5.82462
H 9.31732 8.86141 5.70314
H -6.72977 -2.54709 -3.40625
H 4.19998 3.71450 6.35822
H -1.50844 0.17191 -4.28394
C 3.86591 3.85470 -2.39450
H -8.23508 -4.37245 -3.83076
C 8.90740 9.29195 9.45201
C 4.39695 2.61909 6.77986
O 3.00463 0.88303 -2.53485
H 9.08150 9.86901 10.46491
N -0.05442 0.88811 -0.38034
H 5.31947 0.58909 2.58800
H -6.60033 -4.89750 -4.26045
H 5.45924 3.19148 1.41474
C 4.99387 2.21456 4.15550
C 7.44159 7.12270 10.31094
C -0.14095 3.12097 1.06731
H -6.69773 -1.14091 -7.75239
C 9.07869 8.83598 6.86212
H 10.19390 10.86771 7.87434
C 6.28435 6.11405 9.72721
H 6.18768 1.55593 7.92803
O 2.73208 -1.37412 -3.66359
C -6.94756 -2.75781 -4.46141
H -5.48489 0.94133 -4.79986
C -8.29353 -10.56822 -4.62537
H 7.16200 4.93356 7.85360
N -5.74862 -2.47987 -5.25540
H -7.02722 -2.71536 -8.45845
H 3.57702 3.15493 1.56952
H 5.47770 6.66412 9.05090
C 4.53099 1.46474 2.76786
H 8.25321 6.45235 10.85647
H 6.63654 3.04560 6.86309
H 4.32623 4.82058 -1.86491
H -4.16194 -9.92205 -6.30332
C -0.89712 2.05014 0.08319
C 2.28363 -0.38892 -2.87252
H -7.32450 -9.00913 -5.74092
C -5.95207 0.06980 -5.27129
C -1.51478 0.66519 -3.20687
H -4.85212 -2.60454 -7.15367
C 4.39783 1.52132 5.53127
H -4.58043 -11.62801 -6.32586
C 0.68725 1.15269 -1.66836
C 4.40623 1.48659 0.11915
H -5.91768 -3.90979 -6.76424
H -5.79318 -11.54395 -4.31334
H 4.75082 3.35969 4.19257
H 2.09224 4.03567 -0.97481
C -7.40969 -4.21060 -4.53164
C 2.37815 3.36042 -1.91718
H -7.89483 -11.38595 -5.23260
C 4.53220 2.47641 1.43858
H 1.62350 3.71483 -2.77135
H 5.71979 3.02070 9.96813
C 8.21442 7.74867 7.75624
C 5.66826 3.61559 8.96229
O -3.01906 2.82852 -3.28568
H -9.29340 -10.33661 -5.00654
H 4.66034 4.20296 8.81243
C -6.92557 -2.18027 -7.50719
H 2.23181 1.62148 0.79576
H -0.75846 4.13931 0.98720
H 0.50341 1.53934 -3.98741
H -4.16805 -1.10784 -5.45960
O 4.61009 3.32186 -3.37119
H 3.29850 1.10755 5.41436
C 2.81576 1.18349 -0.13638
H 0.69552 1.81733 2.74171
C 5.83033 2.64594 7.61411
C -5.13918 -1.18084 -4.95385
H -8.40166 -10.92071 -3.59362
C -5.38020 -8.23292 -3.86915
H -1.56178 -0.21513 -2.41271
C -4.97102 -7.45103 -5.11290
C -5.28227 -10.60593 -4.56282
C -0.18209 1.60580 -3.01992
C 9.54511 9.90826 8.04448
H 0.38175 3.61754 3.22899
H 3.49193 0.94772 2.93569
H -7.95225 -8.52560 -4.17009
O -4.12727 0.83739 -2.45104
N 8.12749 7.97726 9.26334
C 2.24307 1.76120 -1.58630
H 6.16813 2.11067 4.22115
H -4.34530 -10.65412 -3.99304
C 6.86859 4.76651 8.97455
H -6.01012 -7.57873 -3.25234
H -5.98262 0.27050 -6.34422
H -4.65113 -6.44362 -4.82503
H 6.97466 7.86835 11.09877
H -3.98925 0.58273 -1.49172
C -5.81733 -2.82093 -6.67784
H -7.89781 -2.21687 -7.01048
H -1.41899 2.66672 -0.76298
H 4.92026 0.46096 0.44673
H -4.89588 -1.16153 -3.88349
H 2.68667 0.00060 -0.04882
H 7.85016 4.37047 9.51902
H -0.59382 -0.01816 -0.41490
N -6.09872 -9.49542 -4.06828
H -7.78247 -2.10592 -4.74513
H -7.77230 -4.47630 -5.52878
H -0.42792 2.76398 -2.87986
H 5.67191 5.72420 10.67320
H 7.75120 6.89409 7.10251
C -0.10811 2.69067 2.65803
H -4.48749 -8.41437 -3.25731
H -4.12509 -7.91654 -5.62287
C -2.92428 1.52581 -2.99832
C -4.95098 -10.63356 -6.05142
H -5.82038 -10.42797 -6.68006
H 5.05451 0.61123 5.91943
H -1.78305 1.57960 0.73110
H -6.97673 0.00834 -4.89477
H 0.95697 3.38881 0.76809
H -1.15127 2.40084 3.10599
H 5.00269 1.85577 -0.81765
C -7.41174 -9.32451 -4.69428
O 1.05782 -0.24541 -2.07166
H 3.56405 2.36087 7.59090
```



Formula: C21H25N3O4
Source: the Open Molecules 2025 dataset
Level of theory: ωB97M-V/def2-TZVPD

Values from the calculation:
Structure (SMILES): CCOC(=O)c1ccc(NC(=O)N2CCN(c3ccccc3OC)CC2)cc1
Energy relative to the best compared isomer or geometry (same formula, charge and spin): 48.1 kcal/mol
Molecular weight: 383.4 g mol⁻¹
Energy: -1280.4832 Eh

```
53
C21H25N3O4 ωB97M-V/def2-TZVPD
H -2.52509 1.28508 -1.01445
H -4.39486 3.69881 -0.41031
C -4.82690 -0.57133 0.46795
N -1.15136 -0.26337 -1.04581
H 10.07784 -0.88896 1.75052
C 3.08914 1.56440 -0.34063
H 0.65419 1.34078 -0.65880
H -2.84976 -0.85454 -2.07719
O 7.22590 -0.74654 -0.02915
O -4.63422 1.75171 -0.04936
C 3.13828 -0.83774 -0.51715
H 2.53247 2.49199 -0.34041
H -3.03325 1.09203 1.41850
C 4.45342 1.58273 -0.16479
H -8.70018 -0.27548 0.32066
C 2.41246 0.35389 -0.52167
H -1.08256 1.59250 -0.02872
C -5.65439 -1.67541 0.68310
C 6.64285 0.46223 0.02744
H -5.19597 -2.62283 0.92155
C -2.10881 -1.29447 -1.40153
H -5.83074 3.32964 0.57477
C -6.83333 0.74844 0.15863
C -1.79195 0.82809 -0.34270
N 1.03363 0.40602 -0.67078
H -7.63350 -2.46606 0.79351
H 5.06347 -1.73649 -0.34217
H 9.08907 0.07766 -0.33464
C -5.44967 0.66714 0.19521
N -3.45364 -0.76248 0.57591
H 8.96314 -1.70932 -0.32781
H 4.98305 2.51298 -0.02604
C -5.22504 3.00545 -0.27754
H 8.67970 0.13643 2.10158
H -1.57130 -2.09393 -1.91162
C 8.63754 -0.78842 0.16110
H -1.76840 -0.14565 1.57710
H -7.31365 1.69067 -0.05206
C 5.18040 0.39263 -0.16439
H -5.84093 3.00580 -1.18301
C -7.62615 -0.36849 0.36436
O 7.25689 1.48878 0.20597
O 0.53900 -1.74488 -1.27887
C -2.52104 0.28446 0.90113
H 8.51521 -1.62565 2.14350
H -3.54355 -2.58539 -0.44492
C 0.16907 -0.62332 -0.99554
C -2.81092 -1.83729 -0.14834
C 9.00143 -0.79363 1.63948
C 4.50563 -0.81362 -0.34215
C -7.03103 -1.58692 0.62329
H -2.06186 -2.30776 0.49988
H 2.62026 -1.77040 -0.66259
```



Formula: C31H34CrGeIN2S
Source: the Open Molecules 2025 dataset
Level of theory: ωB97M-V/def2-TZVPD

Values from the calculation:
Total charge: -2
2S+1: 2
Energy relative to the best compared isomer or geometry (same formula, charge and spin): 10.3 kcal/mol
Molecular weight: 718.2 g mol⁻¹
Energy: -5128.4215 Eh

```
71
C31H34CrGeIN2S ωB97M-V/def2-TZVPD
H -2.34330 0.30805 -2.01910
H 0.92199 3.45961 -0.78739
C 2.35655 -1.57674 0.07704
H 3.01004 -3.44552 0.91796
H -2.93950 -1.15436 -2.84814
H 4.98459 -3.62384 -0.55370
C 0.00161 4.02865 -0.73240
H 4.61438 0.25438 -3.57690
H -0.74541 -2.09639 -3.14137
C -3.71813 -1.78363 2.50247
H -2.96557 -3.04387 -0.50419
H 1.84005 1.39598 5.40804
C -2.59764 -1.82149 1.70324
C -2.66936 -0.72813 -1.87401
C -4.44833 -0.60689 2.60404
C 1.63924 0.37473 -0.94022
C -2.83271 0.50137 1.14763
C -1.52852 -1.53631 -1.22558
H -2.01061 -2.72447 1.65932
C 2.80562 1.21047 -2.92535
C -2.33606 4.15192 -0.19212
H 4.43912 2.98552 2.29037
C 3.73746 -0.72425 -1.82693
C -3.98967 0.51005 1.93991
H -3.33027 6.04383 -0.50049
H -1.26484 7.12917 -1.33932
H -3.56407 -0.72168 -1.24219
H 1.68276 2.05358 1.33300
C 1.46528 1.15846 1.93409
C 3.18814 -2.66490 0.18156
C -2.13402 -0.72048 0.95418
N -1.25501 2.08893 0.14368
C 2.66041 -0.62313 -0.92301
Ge 2.97387 1.01867 3.13821
Cr 0.73021 -0.44115 0.73441
C 3.80366 0.26519 -2.85116
H -2.15797 -3.45624 -2.02272
H 4.66140 2.75978 4.04251
C -0.38965 -1.60127 -2.22896
H 2.16267 -0.33543 5.17180
N -1.06571 -0.92198 0.05792
H -0.03340 -0.60751 -2.47921
H -4.01190 -2.66598 3.06088
H 5.45797 -1.96636 -2.30504
H 0.84836 5.83954 -1.46641
I 0.52512 -2.08824 3.00591
H -1.26193 -3.55480 -0.48972
H 0.45052 -2.16717 -1.82483
H 4.10680 -1.25395 2.84900
H 4.55664 -0.17525 1.52557
H 2.84378 1.94524 -3.72790
C -2.40562 1.78743 0.56530
C -0.05297 5.35751 -1.11009
C -2.01675 -2.98861 -1.04109
H 0.95630 2.02524 -2.16167
C 4.59814 -1.83985 -1.65015
C 2.57177 0.66748 5.03759
C 4.31707 -2.77381 -0.67359
C -1.15462 3.40503 -0.27289
S -3.58369 3.14719 0.44802
H 5.33667 0.01551 3.11923
H 3.21164 3.58938 3.42252
C -2.40014 5.48967 -0.57307
H 0.59840 1.40631 2.56575
C 4.39580 -0.22867 2.60539
H 3.49329 0.76928 5.62808
H -4.53423 1.44055 2.05466
C 3.92028 2.77406 3.23322
C -1.24405 6.09017 -1.03797
C 1.72257 1.26446 -1.99898
H -5.34028 -0.55077 3.21548
```